# 1
C28H47BrNOP3V | ωB97M-V with the def2-TZVPD basis set

Properties
spin multiplicity: 4
HOMO-LUMO gap (alpha / beta): 6.7 / 4.1 eV
maximum force: 6.4 eV/Å
net charge: +2
E_HOMO (alpha / beta): -0.458 / -0.460 hartree

Last column: Löwdin charge in e.
Cartesian coordinates (Å):
C -2.7063 -5.4528 1.3477  -0.0013
C -1.3599 -5.3113 0.9502  -0.2377
C -0.5644 -6.4839 0.8960  0.0186
C -1.1094 -7.6901 1.3538  -0.1058
N -2.3579 -7.7749 1.8180  0.0790
C -3.1537 -6.7021 1.8077  -0.1082
C -0.8034 -4.0472 0.6688  -0.1402
C 0.3285 -3.4940 0.2467  -0.0445
C 0.9703 -2.2279 0.6085  -0.3253
C 0.8544 -1.2557 -0.4190  -0.1319
C 0.7915 0.1142 -0.1212  -0.1853
C 0.8198 0.6173 1.2023  -0.6632
C 0.7793 -0.3647 2.2170  -0.1174
C 0.7566 -1.7332 1.9204  -0.0645
V -1.0200 -2.2059 0.3209  0.9725
P -1.3051 1.4366 -2.0161  0.9556
H 0.4597 -6.4697 0.5301  0.1206
H -3.4066 -4.6050 1.3375  0.1123
H -0.5075 -8.6041 1.3654  0.1211
H -4.1722 -6.8316 2.1826  0.1182
H 0.7055 -2.4822 2.7124  0.1412
H 0.8959 -1.5814 -1.4671  0.1380
H 0.7029 -0.0219 3.2602  0.1202
H 0.6819 0.8343 -0.9470  0.0118
C -1.5780 3.1887 -1.5187  -0.4234
C -1.0311 4.2823 -2.4325  -0.1454
H -1.0763 3.2511 -0.5371  -0.0114
H -2.6555 3.3276 -1.3338  0.0761
H -1.2883 5.2594 -2.0058  0.0809
H 0.0624 4.2378 -2.5105  0.0663
H -1.4613 4.2370 -3.4399  0.0711
C -0.3602 1.5020 -3.5819  -0.4240
C -0.4341 0.2054 -4.3875  -0.1477
H 0.6865 1.6914 -3.2917  0.0581
H -0.6841 2.3704 -4.1725  0.0713
H 0.5102 0.0410 -4.9149  0.0739
H -0.6057 -0.6661 -3.7396  0.0539
H -1.2375 0.2437 -5.1352  0.0805
C -2.9731 0.8675 -2.5563  -0.4131
C -3.6377 1.7970 -3.5688  -0.1410
H -3.5834 0.7709 -1.6425  0.0589
H -2.8592 -0.1469 -2.9736  0.0738
H -4.6434 1.4253 -3.8007  0.0800
H -3.7485 2.8163 -3.1840  0.0644
H -3.0822 1.8411 -4.5139  0.0701
Br 0.4959 2.4221 1.5730  0.9275
P 4.3770 1.3226 0.2333  1.2039
C 3.2087 1.8775 -1.0382  -0.3827
C 3.8480 2.9115 -1.9834  -0.1203
H 2.3366 2.2924 -0.5111  0.0386
H 2.8839 0.9834 -1.5990  0.0876
H 3.1646 3.1545 -2.8055  0.0806
H 4.0881 3.8332 -1.4413  0.0843
H 4.7768 2.5162 -2.4164  0.0810
C 3.8575 1.9282 1.8656  -0.3939
C 4.9701 2.4992 2.7662  -0.1150
H 3.3311 1.0999 2.3549  0.0748
H 3.1046 2.7047 1.6680  0.0204
H 4.5214 3.0746 3.5888  0.0893
H 5.5743 1.7027 3.2159  0.0816
H 5.6411 3.1650 2.2101  0.0787
C 4.5601 -0.4693 0.3344  -0.3586
C 6.0265 -0.8670 0.0720  -0.1293
H 3.8844 -0.9135 -0.4061  0.0850
H 4.2286 -0.7676 1.3383  0.0959
H 6.1937 -1.9233 0.3044  0.0886
H 6.2925 -0.7027 -0.9773  0.0828
H 6.7179 -0.2739 0.6836  0.0766
C -3.5402 2.0584 1.7865  -0.1618
P -3.2496 0.3088 1.9767  0.5602
C -2.1806 0.2547 3.4112  -0.1760
C -4.8294 -0.4068 2.4513  -0.1562
O -2.7181 -0.3510 0.7091  -0.4272
H -2.6166 2.5749 1.5114  0.0273
H -3.8876 2.4271 2.7575  0.0742
H -4.3135 2.2252 1.0316  0.0700
H -2.7541 0.5999 4.2841  0.0777
H -1.8173 -0.7636 3.5953  0.0626
H -1.3250 0.9261 3.2660  0.0106
H -5.6062 -0.0490 1.7612  0.0719
H -4.7783 -1.5041 2.4179  0.0622
H -5.0661 -0.0765 3.4756  0.0704

=====

# 2
C28H47Cl16NO2S | ωB97M-V with the def2-TZVPD basis set

Properties
HOMO-LUMO gap: 8.9 eV
maximum force: 2.0 eV/Å
SMILES: C[C@]1(S)CNC(=O)[C@@H]1COc1ccccc1.ClCCCl.ClCCCl.ClCCCl.ClCCCl.ClCCCl.ClCCCl.ClCCCl.ClCCCl
E_HOMO: -0.316 hartree

Last column: Löwdin charge in e.
Cartesian coordinates (Å):
C -1.0777 0.2014 -1.5861  -0.0950
C -0.6197 1.2585 -2.6179  -0.6868
S -0.0533 2.7167 -1.6252  0.7559
C -1.8734 1.6864 -3.4448  -0.2175
N -1.3385 2.2877 -4.6596  0.0430
C -0.2937 1.3710 -5.0216  -0.4211
O 0.0098 1.0355 -6.1134  0.1552
C 0.4094 0.8995 -3.7001  -0.1807
C 0.9139 -0.5236 -3.8434  -0.1194
O 2.3440 -0.5933 -3.9845  -0.0699
C 2.9806 -0.6228 -2.7479  -0.3272
C 3.1477 -1.8305 -2.0808  -0.1155
C 3.7527 -1.8604 -0.8310  -0.1781
C 4.1770 -0.6619 -0.2698  -0.1693
C 4.0496 0.5455 -0.9496  -0.0870
C 3.4419 0.5689 -2.1981  -0.0217
H -0.5526 0.3258 -0.6470  0.0288
H -2.1493 0.3355 -1.4347  0.0542
H -0.9420 -0.8316 -1.9102  0.0742
H -1.2252 3.2068 -1.1887  -0.1475
H -2.4854 2.3408 -2.8409  0.0528
H -2.4069 0.7822 -3.7447  0.1333
H -0.8715 3.1619 -4.4243  0.0371
H 1.1931 1.6542 -3.6099  0.1065
H 0.6540 -1.1571 -2.9970  0.1086
H 0.4946 -0.9932 -4.7300  0.1317
H 2.7507 -2.7082 -2.5751  0.1246
H 3.8426 -2.8101 -0.3255  0.1052
H 4.6156 -0.6739 0.7169  0.0462
H 4.4214 1.4588 -0.5075  0.1053
H 3.3144 1.5042 -2.7233  0.1140
Cl 4.6161 -2.5929 3.1467  0.5519
C 5.0267 -1.1329 4.0836  -0.6583
C 3.8266 -0.2527 4.3205  -0.6435
Cl 3.2397 0.4950 2.8149  0.5622
H 5.8094 -0.6006 3.5486  0.0682
H 5.4282 -1.4695 5.0381  0.0713
H 4.0940 0.5579 4.9968  0.0731
H 3.0025 -0.8097 4.7596  0.0714
Cl -7.0515 3.8464 0.2974  0.5426
C -6.3350 3.9241 -1.3314  -0.6648
C -5.5657 2.6749 -1.6730  -0.6366
Cl -4.0855 2.5079 -0.6890  0.5820
H -5.7014 4.8062 -1.3784  0.0689
H -7.1554 4.0494 -2.0359  0.0744
H -5.2503 2.7088 -2.7153  0.0752
H -6.1663 1.7816 -1.5239  0.0721
Cl -2.1524 -0.5109 4.5870  0.5499
C -2.2986 0.9897 3.6319  -0.6485
C -1.7460 0.8338 2.2399  -0.6686
Cl 0.0239 0.6401 2.2333  0.5382
H -1.7921 1.7825 4.1762  0.0693
H -3.3593 1.2306 3.5803  0.0744
H -1.9694 1.7263 1.6574  0.0558
H -2.1799 -0.0255 1.7336  0.0699
Cl 5.9803 -0.4982 -5.6547  0.5712
C 7.3124 -0.5453 -4.4723  -0.6448
C 7.2599 -1.7820 -3.6115  -0.6070
Cl 5.8371 -1.7763 -2.5324  0.7719
H 7.2533 0.3627 -3.8767  0.0676
H 8.2456 -0.5292 -5.0335  0.0713
H 8.1515 -1.8257 -2.9864  0.0725
H 7.2160 -2.6875 -4.2131  0.0681
Cl -6.4632 -2.3663 4.5998  0.5336
C -5.3150 -2.3504 5.9637  -0.6747
C -5.4683 -3.5562 6.8526  -0.6500
Cl -7.0092 -3.5427 7.7517  0.5505
H -5.4643 -1.4264 6.5165  0.0693
H -4.3149 -2.3354 5.5350  0.0335
H -4.6710 -3.5695 7.5943  0.0713
H -5.4238 -4.4804 6.2825  0.0697
Cl 4.1011 -5.1121 -5.3240  0.5278
C 3.8784 -3.5914 -6.2315  -0.6704
C 4.1795 -3.7537 -7.7008  -0.6583
Cl 5.9139 -4.0395 -8.0094  0.5233
H 4.5107 -2.8339 -5.7760  0.0095
H 2.8390 -3.2939 -6.1029  0.0720
H 3.9108 -2.8402 -8.2287  0.0733
H 3.6234 -4.5807 -8.1351  0.0657
Cl -7.1418 -5.0092 13.7498  0.5349
C -7.2955 -3.5113 12.7962  -0.6683
C -6.7521 -3.6647 11.3993  -0.6922
Cl -4.9789 -3.8549 11.3838  0.5288
H -6.7864 -2.7165 13.3355  0.0670
H -8.3566 -3.2721 12.7491  0.0719
H -6.9783 -2.7744 10.8157  0.0543
H -7.1849 -4.5242 10.8945  0.0585
Cl 1.0474 4.6646 -4.1117  0.5923
C 0.5381 6.3736 -4.0661  -0.6305
C 1.1071 7.1002 -2.8759  -0.6571
Cl 0.4081 6.5262 -1.3399  0.5430
H -0.5488 6.4002 -4.0666  0.0727
H 0.8941 6.8371 -4.9848  0.0750
H 0.8770 8.1615 -2.9527  0.0729
H 2.1861 6.9826 -2.8173  0.0693